# 1
108
Properties=species:S:1:pos:R:3:mulliken_charge:R:1 method="wB97M-V/def2-TZVPD" largest_force_ev_per_a=1.87 multiplicity=2 total_energy_ev=-93072.046 lumo_energy_ev="-0.2527 / -0.3691" homo_ev="-6.728 / -6.707" homo_lumo_gap_ev="6.5 / 6.3"
Ti 0.06 0.37 -0.44 -1.7421
I 1.89 -0.21 1.98 0.1088
C 1.41 1.76 2.54 -0.4591
C 2.27 2.45 3.35 -0.4460
C 1.87 3.72 3.82 -0.7584
C 0.63 4.21 3.53 -0.8972
C -0.27 3.48 2.71 1.1516
C -1.60 3.92 2.50 -1.4108
C -2.46 3.14 1.78 -1.3230
C -2.00 1.96 1.15 0.1680
C -0.70 1.51 1.24 1.7448
C 0.14 2.25 2.13 0.5615
H 3.22 2.03 3.63 0.5108
H 2.55 4.29 4.45 0.3820
H 0.30 5.15 3.94 0.4212
H -1.92 4.86 2.94 0.3621
H -3.50 3.44 1.68 0.5060
H -2.73 1.41 0.56 0.4066
C -3.71 -0.08 3.57 -1.1156
C -2.27 0.03 4.10 0.8852
C -1.68 -1.31 4.47 0.6135
C -1.64 -1.73 5.79 -0.7551
C -1.12 -2.96 6.13 -1.0644
C -0.60 -3.78 5.14 -0.5297
C -0.60 -3.39 3.80 -0.1641
C 0.08 -4.29 2.79 -0.4179
C 1.60 -4.33 3.00 -1.1228
C -1.17 -2.15 3.47 -0.0978
N -1.16 -1.71 2.12 1.0602
C -1.90 -2.30 1.28 -1.1664
C -1.82 -2.13 -0.15 0.9696
C -2.54 -2.91 -1.04 -1.2916
C -2.08 -2.60 -2.34 -1.2572
C -1.10 -1.65 -2.18 -1.2401
N -0.91 -1.34 -0.85 0.9790
H -4.10 0.90 3.31 0.3425
H -4.37 -0.52 4.33 0.3485
H -3.75 -0.71 2.68 0.1404
H -2.27 0.67 4.98 0.6667
H -1.66 0.50 3.33 -1.1132
H -2.04 -1.07 6.56 0.4223
H -1.10 -3.28 7.17 0.3935
H -0.17 -4.74 5.40 0.4347
H -0.12 -3.97 1.77 -0.0250
H -0.33 -5.31 2.89 0.4526
H 2.01 -3.32 2.98 0.1584
H 2.08 -4.91 2.21 0.3962
H 1.86 -4.78 3.96 0.3856
H -2.64 -3.04 1.61 0.1864
H -3.29 -3.64 -0.77 0.5487
H -2.41 -3.03 -3.27 0.4556
H -0.54 -1.15 -2.95 0.5495
C 4.40 -1.97 -2.74 -1.7861
C 2.98 -1.78 -2.19 2.9929
C 2.93 -2.40 -0.78 -1.6890
C 2.06 -2.63 -3.06 -2.1115
Si 2.38 0.10 -2.03 -0.0658
C 3.97 1.14 -1.40 3.0169
C 4.76 0.45 -0.28 -1.7250
C 3.47 2.47 -0.81 -1.8333
C 5.01 1.47 -2.49 -1.9880
C 2.06 0.76 -3.90 2.9104
C 0.69 0.29 -4.43 -2.2643
C 2.00 2.30 -3.95 -1.5418
C 3.09 0.28 -4.94 -1.9676
H 4.68 -3.03 -2.68 0.5909
H 5.16 -1.40 -2.21 0.2981
H 4.46 -1.69 -3.80 0.2692
H 3.22 -3.46 -0.83 0.5851
H 1.91 -2.36 -0.37 -0.1941
H 3.60 -1.90 -0.07 0.1462
H 2.43 -3.67 -3.08 0.5841
H 2.02 -2.28 -4.10 0.3262
H 1.04 -2.67 -2.67 0.4922
H 4.16 0.27 0.60 -0.0016
H 5.59 1.11 0.02 0.5623
H 5.20 -0.50 -0.58 0.3167
H 2.77 2.30 0.01 0.1675
H 2.96 3.09 -1.55 0.0894
H 4.32 3.04 -0.41 0.6228
H 5.45 0.56 -2.91 0.3136
H 5.83 2.05 -2.03 0.5661
H 4.61 2.06 -3.30 0.3997
H -0.12 0.62 -3.78 0.0445
H 0.64 -0.79 -4.54 0.3007
H 0.51 0.73 -5.42 0.7356
H 1.21 2.68 -3.30 0.1137
H 1.76 2.62 -4.98 0.6007
H 2.93 2.78 -3.67 0.2627
H 3.05 -0.80 -5.07 0.4306
H 4.11 0.55 -4.68 0.2792
H 2.86 0.73 -5.92 0.5515
C -0.11 4.86 -1.86 -0.7421
N -0.95 3.69 -2.13 0.4590
C -2.11 3.76 -2.82 -0.4558
C -2.92 2.70 -2.91 -1.2812
C -2.54 1.48 -2.27 0.6875
N -1.35 1.39 -1.71 0.7417
C -0.58 2.49 -1.58 -0.8909
O 0.46 2.38 -0.93 -0.3406
N -3.36 0.45 -2.18 -0.2394
H -0.52 5.72 -2.39 0.4343
H 0.91 4.67 -2.20 0.1519
H -0.08 5.05 -0.79 0.2592
H -2.32 4.72 -3.28 0.5021
H -3.87 2.77 -3.43 0.4743
H -4.15 0.42 -2.81 0.2816
H -2.97 -0.45 -1.91 0.2422

# 2
109
Properties=species:S:1:pos:R:3:mulliken_charge:R:1 method="wB97M-V/def2-TZVPD" total_charge=+3 largest_force_ev_per_a=0.46 multiplicity=1 total_energy_ev=-127326.495 lumo_energy_ev=-10.5283 homo_ev=-15.477 homo_lumo_gap_ev=4.9
W -1.17 0.19 -0.63 -0.7678
C -4.34 0.97 2.54 -1.8302
C -3.24 1.96 2.18 -0.8637
C -3.25 2.46 0.74 -1.7988
N -2.71 1.67 -0.42 0.4849
C -3.27 2.05 -1.59 1.7111
C -4.24 3.08 -1.72 -0.6297
C -5.04 3.42 -2.77 -0.7613
C -5.15 2.87 -4.06 -0.6304
C -4.28 1.97 -4.62 -1.1258
C -3.13 1.42 -4.05 -0.3765
C -2.65 1.47 -2.75 0.9457
N -1.44 0.88 -2.42 0.9309
C -0.46 0.61 -3.48 -1.1454
C -0.65 -0.79 -4.03 -1.3735
C -0.34 -1.82 -2.97 -0.9440
N -1.07 -1.59 -1.71 0.0380
C -1.35 -2.64 -0.92 1.1369
C -0.77 -3.91 -1.12 -0.7549
C -0.97 -5.10 -0.45 -0.9516
C -1.85 -5.39 0.59 -0.7744
C -2.71 -4.53 1.22 -1.0773
C -2.90 -3.16 1.00 -0.0401
C -2.29 -2.29 0.10 1.5019
N -2.65 -0.94 0.04 0.5373
C -4.02 -0.65 0.56 -1.6051
C -4.13 -0.46 2.08 -0.3948
H -5.29 1.34 2.14 0.4259
H -4.46 0.96 3.63 0.4918
H -2.26 1.64 2.53 0.2092
H -3.42 2.87 2.76 0.5487
H -2.78 3.44 0.70 0.5358
H -4.31 2.61 0.54 0.8646
H -4.39 3.70 -0.85 0.5759
H -5.73 4.24 -2.57 0.4532
H -5.96 3.23 -4.68 0.4275
H -4.46 1.69 -5.65 0.4597
H -2.53 0.85 -4.74 0.3127
H 0.54 0.71 -3.06 -0.0829
H -0.55 1.39 -4.24 0.7706
H 0.02 -0.95 -4.87 0.5400
H -1.66 -0.93 -4.40 0.4330
H 0.73 -1.86 -2.77 0.1042
H -0.64 -2.80 -3.35 0.9076
H -0.02 -3.97 -1.90 0.4220
H -0.36 -5.92 -0.80 0.4723
H -1.85 -6.42 0.94 0.4126
H -3.33 -4.95 2.01 0.4796
H -3.64 -2.72 1.65 0.3181
H -4.64 -1.48 0.22 0.9432
H -4.39 0.22 0.04 0.4384
H -3.25 -0.89 2.58 0.5186
H -4.98 -1.06 2.43 0.4272
C 5.48 -2.40 3.50 -2.0468
C 4.16 -1.78 3.98 1.8747
C 3.47 -2.77 4.92 -1.6423
C 4.47 -0.47 4.73 -1.5264
C 3.24 -1.44 2.81 -0.3034
C 1.95 -0.99 3.07 -0.8054
C 1.15 -0.67 1.99 0.3379
Br -0.63 -0.13 2.28 0.2718
C 1.54 -0.78 0.66 -0.4295
O 0.59 -0.40 -0.28 1.4965
C 2.84 -1.24 0.37 -1.1352
C 3.62 -1.56 1.48 -0.3383
C 3.42 -1.55 -1.02 2.3736
C 4.95 -1.64 -1.01 -2.2453
C 3.09 -0.48 -2.07 -1.3638
C 2.86 -2.91 -1.44 -1.8039
H 6.08 -2.67 4.36 0.4318
H 6.07 -1.71 2.89 0.4101
H 5.31 -3.31 2.92 0.4445
H 4.14 -3.03 5.74 0.4752
H 3.20 -3.69 4.40 0.3518
H 2.57 -2.35 5.37 0.3461
H 5.14 -0.68 5.57 0.4460
H 3.57 -0.02 5.13 0.3520
H 4.97 0.25 4.08 0.3490
H 1.57 -0.88 4.08 0.5980
H 4.62 -1.93 1.29 0.5962
H 5.41 -0.77 -0.54 0.4159
H 5.30 -1.70 -2.04 0.4516
H 5.32 -2.54 -0.51 0.5257
H 3.65 0.44 -1.89 0.4709
H 2.03 -0.23 -2.11 -0.1329
H 3.38 -0.85 -3.06 0.6134
H 3.11 -3.67 -0.70 0.3757
H 3.29 -3.22 -2.40 0.4680
H 1.77 -2.89 -1.54 0.3062
C 0.21 2.84 1.06 -0.0300
C 0.80 4.26 1.13 -1.0516
N 1.49 4.59 -0.11 -0.1126
C 0.50 4.71 -1.17 -0.8859
C -0.42 3.47 -1.19 -0.4550
N 0.16 2.35 -0.36 1.0262
C 1.59 2.22 -0.79 0.2460
C 2.39 3.50 -0.44 -1.2068
H -0.78 2.80 1.50 -0.3050
H 0.85 2.13 1.61 0.5982
H 1.50 4.33 1.97 0.3757
H 0.02 5.01 1.30 0.3195
H 1.02 4.83 -2.12 0.2709
H -0.09 5.61 -1.01 0.3952
H -0.55 3.10 -2.20 0.3015
H -1.39 3.71 -0.78 0.0785
H 1.59 2.03 -1.87 0.3605
H 2.02 1.36 -0.30 -0.5502
H 3.01 3.79 -1.29 0.4078
H 3.05 3.31 0.40 0.3566